C2H7N2S | ωB97M-V/def2-TZVPD

Positions of all 12 atoms, in Å:
C  -0.83105  -2.44457  1.63576
S  -0.57938  -1.79956  -0.04526
H  -1.17715  -3.47326  1.75727
H  -1.58453  -1.85924  2.18022
H  0.12609  -2.24529  2.11937
N  1.05626  0.75977  -1.13587
C  0.54383  1.94825  -0.79841
N  0.57266  3.03605  -1.50173
H  1.49538  0.80872  -2.04483
H  0.55929  -0.12442  -0.95020
H  0.17830  1.95904  0.24078
H  -0.35970  3.43451  -1.45711

Computed properties:
Spin multiplicity: 1
HOMO energy, eV: -2.67
Total charge: -1
Electronic energy, a.u.: -588.0956
Maximum force, Eh/bohr: 0.032
Energy above the lowest of the compared OMol25 structures with the same formula, charge and spin, eV: 1.094
Frontier orbital gap, eV: 7.0

Mulliken population analysis, charges in e, atoms 1 to 8:
1. C -0.75
2. S -0.67
3. H 0.24
4. H 0.19
5. H 0.17
6. N -0.36
7. C 0.10
8. N -0.78